DFT (ωB97M-V with the def2-TZVPD basis set) results for an isolated ion of composition C12H16N3 and charge +1 in a non-equilibrium geometry.

Results
Frontier orbital gap ... 8.52 eV
Net charge ... +1
2S+1 ... 1

Last column: natural (NBO) charge in e.
Geometry (Å):
H: -3.000 0.963 3.042  0.43
N: -2.817 1.037 2.042  -0.68
C: -2.086 1.813 1.397  0.23
C: -1.758 1.161 -0.260  -0.14
C: -0.324 0.754 -0.185  -0.13
C: 0.910 0.729 -0.264  0.12
C: 2.302 0.591 -0.332  -0.23
C: 3.032 1.684 -0.842  0.10
N: 4.288 1.916 -0.711  -0.38
C: 4.940 0.873 -0.208  0.06
C: 4.431 -0.356 0.207  -0.06
C: 5.175 -1.537 0.879  -0.63
C: 3.033 -0.421 0.281  -0.11
N: -2.653 0.053 -0.278  -0.45
C: -3.974 0.416 -0.790  -0.45
C: -2.264 -1.172 -1.019  -0.44
H: -1.705 2.799 1.685  0.22
H: -1.746 1.881 -1.079  0.28
H: 2.438 2.454 -1.367  0.19
H: 6.043 1.055 -0.128  0.20
H: 4.512 -1.915 1.811  0.22
H: 5.106 -2.312 0.095  0.23
H: 6.226 -1.431 1.153  0.24
H: 2.585 -1.157 0.972  0.22
H: -2.808 -0.160 0.900  0.48
H: -3.926 0.528 -1.925  0.23
H: -4.737 -0.418 -0.736  0.24
H: -4.454 1.298 -0.305  0.25
H: -1.853 -0.869 -2.004  0.24
H: -1.355 -1.739 -0.469  0.26
H: -3.178 -1.864 -1.142  0.25


DFT (ωB97M-V with the def2-TZVPD basis set) results for an isolated ion of composition C12H16N3 and charge +1 in a non-equilibrium geometry.

Results
Frontier orbital gap (alpha / beta) ... 6.34 / 6.34 eV
Net charge ... +1
2S+1 ... 1

Last column: natural (NBO) charge in e.
Geometry (Å):
C: -4.168 1.369 0.977  -0.06
C: -4.751 0.122 0.549  -0.22
C: -2.793 1.739 0.692  -0.20
C: -3.911 -0.837 0.110  -0.09
C: -2.076 0.736 0.080  0.12
C: -2.554 -0.548 -0.069  -0.32
C: -0.604 0.791 -0.375  0.14
C: -1.671 -1.379 -0.681  0.69
C: -0.425 0.847 -1.690  -0.61
C: 4.678 -0.074 0.943  -0.62
C: 3.728 -0.613 -0.131  -0.43
C: 2.172 -0.741 0.271  -0.23
N: -1.080 -2.411 -0.800  -0.52
N: 0.277 0.636 0.568  -0.47
N: 1.628 0.584 0.115  -0.36
H: -4.828 2.117 1.226  0.22
H: -5.752 -0.054 0.756  0.24
H: -2.386 2.627 0.975  0.24
H: -4.254 -1.859 -0.105  0.24
H: 0.455 0.633 -2.115  0.17
H: -1.284 0.913 -2.316  0.23
H: 4.724 -0.777 1.772  0.23
H: 5.691 0.171 0.567  0.24
H: 4.333 0.937 1.131  0.19
H: 4.109 -1.627 -0.450  0.23
H: 3.807 -0.087 -1.119  0.21
H: 1.763 -1.457 -0.429  0.22
H: 2.016 -1.058 1.348  0.24
H: -0.530 -2.688 -1.580  0.44
H: 2.137 1.232 0.652  0.43
H: 1.550 0.756 -0.871  0.42


DFT (ωB97M-V with the def2-TZVPD basis set) results for C12H16N4NiO4 as an isolated structure in a non-equilibrium geometry.

Results
Frontier orbital gap (alpha / beta) ... 5.86 / 3.37 eV
Net charge ... +2
2S+1 ... 3

Last column: Löwdin spin population.
Geometry (Å):
Ni: 0.392 -0.132 -1.794  0.82
O: -2.035 -1.772 -2.120  0.00
C: -1.062 -1.154 -2.154  0.08
C: 1.794 0.953 -1.263  0.07
O: 2.569 1.621 -0.726  0.00
C: -0.588 1.345 -2.119  0.06
O: -1.232 2.302 -2.157  0.00
C: 1.270 -1.639 -1.350  0.05
O: 1.831 -2.574 -0.964  0.00
C: 1.352 -0.615 -6.267  0.00
H: 1.397 -1.713 -6.253  0.00
H: 0.407 -0.171 -6.607  0.00
C: 2.421 0.134 -5.991  0.00
H: 2.403 1.228 -6.092  0.00
H: 3.392 -0.314 -5.738  0.00
C: -1.440 -0.866 1.209  0.02
N: -0.301 0.011 0.919  0.42
C: 0.847 -0.398 1.737  0.02
N: 0.548 -0.299 3.197  0.12
C: -0.627 -1.182 3.451  0.02
N: -1.825 -0.796 2.656  0.10
C: -2.159 0.624 2.952  0.02
N: -1.022 1.552 2.683  0.12
C: -0.671 1.393 1.236  0.02
C: 0.158 1.110 3.478  0.02
H: -1.180 -1.906 0.965  0.00
H: -2.308 -0.555 0.609  0.00
H: 1.710 0.242 1.508  0.00
H: 1.106 -1.444 1.517  0.00
H: -0.884 -1.122 4.518  0.01
H: -0.350 -2.220 3.190  0.00
H: -3.013 0.926 2.319  0.00
H: -2.431 0.706 4.013  0.01
H: 0.166 2.066 1.001  0.00
H: -1.553 1.686 0.647  0.00
H: -0.094 1.196 4.545  0.01
H: 1.011 1.774 3.245  0.00


Calculated total energy list, top to bottom, in a.u.: -630.71959, -630.69830, -2494.36692
Energy above the lowest of the compared OMol25 structures with the same formula, charge and spin list, top to bottom, in kcal/mol: 122.07, 135.42, 0.00